No. 1
Below is 2 unconnected molecules or ions with the total composition C26H32N3 at a distorted geometry, with properties calculated with ωB97M-V/def2-TZVPD.

The charge is +1. The total energy comes out at -31945.74023 eV. The calculation puts the energy above the lowest of the compared OMol25 structures with the same formula, charge and spin at 3.1 kcal/mol. The value obtained for the largest force on an atom is 0.0482 Eh/bohr. The calculation puts the orbital gap at 5.96 eV.

Atoms and positions in Å:
C  -3.01859  -2.86276  1.37710
C  -2.59557  -1.56616  1.92410
N  -3.49686  -0.63074  2.31283
C  -4.93491  -0.81462  2.27181
C  -2.84412  0.45893  2.89892
C  -1.45957  0.17502  2.90191
C  -0.61638  1.04525  3.58378
C  -1.15378  2.19549  4.17847
C  -2.52800  2.47706  4.11206
C  -3.40384  1.58158  3.49000
C  -1.28680  -1.08712  2.18654
C  -0.09206  -1.67713  1.75803
C  1.21313  -1.25911  2.14289
C  2.18926  -1.93499  2.91306
C  2.12626  -3.23913  3.60251
N  3.29066  -1.14198  3.01236
C  4.48112  -1.48417  3.76439
C  3.10284  0.04424  2.30645
C  1.80585  -0.00231  1.74403
C  1.30705  1.09563  1.04839
C  2.11689  2.23055  0.92930
C  3.39728  2.26518  1.51090
C  3.90546  1.16953  2.22424
H  -2.12598  -3.46049  1.17119
H  -3.64980  -3.42052  2.08860
H  -3.57830  -2.75526  0.43538
H  -5.40965  0.08643  2.66912
H  -5.28899  -0.98946  1.24646
H  -5.22100  -1.67917  2.88768
H  0.44424  0.83493  3.63709
H  -0.48968  2.88115  4.70493
H  -2.91724  3.38296  4.57941
H  -4.48438  1.71960  3.48170
H  -0.16853  -2.61017  1.17726
H  1.14346  -3.67909  3.39824
H  2.89828  -3.93587  3.24010
H  2.25441  -3.15282  4.69561
H  5.19036  -0.65598  3.68350
H  4.22556  -1.65096  4.82058
H  4.94700  -2.39985  3.37243
H  0.32497  1.02960  0.58860
H  1.74577  3.09374  0.37846
H  4.00053  3.17168  1.41818
H  4.87497  1.17101  2.72129
C  1.10470  -1.99020  -2.41785
C  -0.30691  -1.45388  -2.24028
C  -0.76955  -0.55166  -3.40461
C  -1.66167  0.52402  -2.75916
C  -1.37947  0.44918  -1.24037
N  -0.46652  -0.64109  -1.06726
H  1.17827  -2.57833  -3.34076
H  1.82428  -1.16298  -2.48240
H  1.38780  -2.63246  -1.57604
H  -0.98705  -2.33044  -2.18056
H  0.10530  -0.07776  -3.86225
H  -1.29436  -1.12468  -4.17362
H  -1.43367  1.52143  -3.14707
H  -2.72004  0.31440  -2.94016
H  -0.91226  1.38306  -0.89424
H  -2.32368  0.33934  -0.67240
H  -0.36518  -1.07390  -0.16660

No. 2
Below is a gas-phase ion, C26H32N3O (charge +1) at a distorted geometry, with properties calculated with ωB97M-V/def2-TZVPD.

The structure (SMILES) is CN1CCC(=[N+]2CCOCC2)[C@H]([C@@H](c2ccccc2)c2cn(C)c3ccccc23)C1. The charge is +1. The total energy comes out at -33989.49666 eV. The calculation puts the energy above the lowest of the compared OMol25 structures with the same formula, charge and spin at 80.1 kcal/mol. The value obtained for the largest force on an atom is 0.0782 Eh/bohr. The calculation puts the orbital gap at 6.33 eV.

Atoms and positions in Å:
C  -4.06466  -3.22378  -1.06832
N  -2.70572  -2.95075  -0.64648
C  -2.10806  -3.93380  0.25605
C  -0.86764  -3.42445  0.99250
C  -0.16362  -2.17629  0.41597
N  1.21262  -2.13400  0.59338
C  2.02371  -3.39680  0.97679
C  3.55127  -3.39334  0.70203
O  4.01724  -2.43984  -0.23646
C  3.52767  -1.12730  0.15539
C  2.00244  -1.05246  -0.03279
C  -0.86068  -1.09308  -0.37134
C  -0.83500  0.57170  -0.28598
C  -1.32390  0.99256  1.08289
C  -0.54165  0.93861  2.23161
C  -1.04155  1.40077  3.46029
C  -2.33761  1.95421  3.55186
C  -3.15946  2.02150  2.38217
C  -2.62733  1.53628  1.17766
C  0.32925  1.43092  -0.78118
C  1.18133  1.11798  -1.83100
N  1.94914  2.16279  -2.20650
C  2.73433  2.23316  -3.40585
C  1.51298  3.26524  -1.51876
C  1.72862  4.57830  -1.86599
C  1.00937  5.58896  -1.19102
C  0.08374  5.23640  -0.18148
C  -0.17191  3.88034  0.12565
C  0.47726  2.87759  -0.62597
C  -2.34937  -1.53285  -0.53511
H  -4.83687  -2.90047  -0.32459
H  -4.20750  -2.55056  -1.95269
H  -4.28790  -4.25994  -1.35362
H  -2.85188  -4.29595  0.99117
H  -1.88812  -4.83377  -0.35386
H  -1.31600  -3.18306  1.97899
H  -0.16578  -4.24447  1.20338
H  1.84639  -3.53563  2.06351
H  1.60185  -4.24854  0.39285
H  4.02343  -3.22748  1.68871
H  3.79381  -4.36337  0.25792
H  3.80098  -0.87938  1.22358
H  4.02542  -0.46307  -0.58871
H  1.86670  -1.06963  -1.13219
H  1.65312  -0.08141  0.37016
H  -0.31304  -0.98817  -1.42715
H  -1.68339  0.90782  -0.98895
H  0.49764  0.62080  2.17895
H  -0.43166  1.38348  4.39306
H  -2.70496  2.42978  4.48111
H  -4.17301  2.48680  2.43969
H  -3.26387  1.65784  0.31571
H  1.34068  0.24980  -2.42282
H  3.45218  3.04322  -3.41150
H  3.29335  1.31049  -3.43021
H  2.11570  2.31810  -4.29665
H  2.51060  4.77718  -2.57702
H  1.17929  6.66693  -1.35449
H  -0.52965  5.96390  0.41008
H  -0.82272  3.51992  0.96453
H  -2.79248  -1.01963  -1.41256
H  -2.91512  -1.10011  0.35360

No. 3
Below is a single C26H32N4O6S2 molecule at a distorted geometry, with properties calculated with ωB97M-V/def2-TZVPD.

The structure (SMILES) is NS(=O)(=O)c1cccc(NC(=O)C[C@]23C[C@H]4C[C@H](C[C@](CC(=O)Nc5cccc(S(N)(=O)=O)c5)(C4)C2)C3)c1. The total energy comes out at -67399.72397 eV. The value obtained for the largest force on an atom is 0.0197 Eh/bohr. The calculation puts the orbital gap at 9.29 eV.

Atoms and positions in Å:
N  3.43206  -0.75539  1.44279
S  3.58065  0.89833  1.53272
O  4.87219  1.27729  2.05620
O  2.43471  1.39752  2.23547
C  3.42446  1.31783  -0.19033
C  4.51770  1.44930  -1.02213
C  4.29467  1.65354  -2.37621
C  3.00771  1.70422  -2.88296
C  1.91164  1.56736  -2.03075
N  0.59542  1.56107  -2.49107
C  0.16806  1.04540  -3.69028
O  0.90506  0.82481  -4.62133
C  -1.31918  0.75901  -3.72478
C  -1.74532  -0.45045  -2.84541
C  -0.57252  -1.40506  -2.58502
C  -1.03976  -2.59194  -1.74339
C  -2.12592  -3.35906  -2.49212
C  -3.30356  -2.42264  -2.74750
C  -3.85749  -1.92882  -1.41416
C  -2.77629  -1.15694  -0.64886
C  -3.39049  -0.66383  0.68218
C  -2.60023  0.43357  1.37008
O  -2.76977  1.60674  1.11890
N  -1.70031  -0.02237  2.29037
C  -0.86153  0.74553  3.10932
C  -1.14616  2.07085  3.43098
C  -0.29405  2.78454  4.25488
C  0.86048  2.20247  4.75203
C  1.13724  0.89593  4.41163
S  2.65975  0.15987  4.96066
N  3.77837  1.37496  4.81789
O  2.97164  -0.97018  4.10518
O  2.57070  -0.13248  6.36298
C  0.28790  0.15149  3.62481
C  -1.58274  -2.08525  -0.40497
C  -2.30932  0.02748  -1.50149
C  -2.84307  -1.22901  -3.58264
C  2.13424  1.38364  -0.66722
H  3.16946  -1.07677  2.38102
H  4.31146  -1.17597  1.18244
H  5.51050  1.39774  -0.60578
H  5.13197  1.76634  -3.04742
H  2.84022  1.83293  -3.93924
H  -0.10415  1.65966  -1.76702
H  -1.56565  0.55015  -4.76689
H  -1.86971  1.64926  -3.41592
H  0.23361  -0.89667  -2.05226
H  -0.16940  -1.75693  -3.53674
H  -0.18724  -3.25345  -1.55527
H  -2.45303  -4.21922  -1.90407
H  -1.73071  -3.73124  -3.43907
H  -4.08959  -2.95947  -3.28950
H  -4.71677  -1.27888  -1.59301
H  -4.19848  -2.77705  -0.81632
H  -3.52612  -1.51359  1.35345
H  -4.37153  -0.23668  0.46383
H  -1.53687  -1.01867  2.32992
H  -2.02546  2.53899  3.02059
H  -0.52982  3.80935  4.49773
H  1.55611  2.74470  5.36951
H  4.17023  1.47532  3.89013
H  4.49229  1.28596  5.52284
H  0.55545  -0.86633  3.38530
H  -0.78903  -1.55050  0.12356
H  -1.89090  -2.93619  0.20815
H  -1.54873  0.57903  -0.94453
H  -3.14921  0.70567  -1.66782
H  -3.69035  -0.56878  -3.78137
H  -2.45939  -1.58307  -4.54156
H  1.32394  1.28503  0.03888